174
Properties=species:S:1:pos:R:3:forces:R:3 method="wB97M-V/def2-TZVPD" de_lowest_kcal_mol=82.1 lumo_energy_ev=0.5 charge=0 homo_energy_ev=-8.62
C -19.73389 20.48732 -16.70414 0.5 0.5 0.7
O -20.23948 20.31763 -15.39026 -0.4 -0.6 -0.7
C -19.47526 20.80380 -14.32726 -0.1 1.0 0.7
C -19.53540 19.78530 -13.20635 0.1 -1.8 0.6
C -18.81736 20.15028 -11.91031 -0.8 0.7 -0.5
N -19.02865 18.46209 -13.66965 0.0 0.8 -0.5
H -20.38591 19.94316 -17.37809 0.0 0.0 -0.1
H -18.69768 20.13926 -16.75515 0.0 -0.4 -0.1
H -19.67412 21.54699 -16.96705 -0.3 0.1 -0.1
H -18.43469 21.03198 -14.59939 0.0 -0.4 -0.2
H -19.89777 21.76732 -14.00309 0.0 -0.1 0.1
H -20.57185 19.50090 -12.99048 -0.2 0.8 0.0
H -19.35603 20.96234 -11.41335 0.3 0.3 -0.2
H -17.80306 20.45334 -12.17338 0.1 0.0 0.5
H -18.86059 19.33884 -11.18849 0.3 -0.3 -0.3
H -19.49073 18.40350 -14.58040 0.3 -0.6 0.0
H -18.03177 18.56229 -13.86638 0.0 -0.2 0.0
C -13.32658 19.44148 -17.95990 -0.8 -0.2 -0.3
O -13.95579 18.26422 -17.50257 -0.2 -0.1 0.2
C -13.54358 17.10866 -18.21759 0.3 0.5 -0.1
C -14.39337 15.93275 -17.77281 -0.3 0.2 -0.1
C -14.12389 14.64161 -18.53360 -0.7 0.0 0.2
N -15.84198 16.17250 -17.86597 -0.4 1.3 -0.4
H -13.69437 19.66670 -18.96918 0.3 0.0 -0.1
H -12.23872 19.34595 -17.97120 0.0 0.1 0.1
H -13.67920 20.25268 -17.32628 0.3 0.0 0.2
H -13.61181 17.31487 -19.29454 -0.1 -0.2 -0.1
H -12.49026 16.94514 -17.95204 0.0 -0.3 -0.2
H -14.16976 15.85203 -16.70476 0.0 -0.4 0.0
H -14.53082 14.71437 -19.54639 0.5 0.3 -0.2
H -14.79015 13.88225 -18.11414 0.4 -0.2 0.3
H -13.08035 14.33650 -18.51882 0.0 -0.1 -0.1
H -16.12516 16.22068 -18.84652 0.3 -0.6 -0.1
H -16.00930 17.15824 -17.64328 0.1 -0.2 0.7
C -19.40047 5.11363 -20.19987 1.9 0.1 -0.7
O -20.51166 5.93490 -20.05060 -0.8 -0.1 0.0
C -20.28488 6.95117 -19.09223 0.5 -0.6 1.1
C -21.52196 7.76704 -18.77530 0.0 0.1 -2.0
C -21.17931 8.95572 -17.87763 0.0 -0.9 -0.1
N -22.60262 6.93654 -18.25777 -0.4 -0.1 -0.2
H -19.13941 4.42717 -19.38885 -0.7 0.0 0.3
H -18.48451 5.71414 -20.33374 -0.1 0.3 0.2
H -19.38359 4.54890 -21.13281 -0.9 -0.1 0.0
H -19.94566 6.46811 -18.16214 0.1 0.1 0.0
H -19.47910 7.59789 -19.45874 0.0 0.2 0.1
H -21.74258 8.12032 -19.79897 -0.5 0.4 0.2
H -22.04703 9.24938 -17.28985 0.0 0.0 0.1
H -20.83775 9.80192 -18.46976 0.2 0.0 0.1
H -20.39339 8.58901 -17.21232 0.0 0.5 0.3
H -23.47603 7.44864 -18.36458 0.1 0.2 0.4
H -22.75729 6.16576 -18.90615 0.4 -0.1 0.2
C -13.04292 10.79021 -14.25565 1.5 -0.6 -1.1
O -13.22793 9.86129 -15.33193 -0.2 0.4 -0.8
C -14.25381 8.92960 -15.20568 -1.4 0.0 1.5
C -15.65208 9.54965 -15.47478 -0.8 -0.5 0.5
C -16.81454 8.74332 -14.86682 0.8 -0.9 0.0
N -15.94778 9.83132 -16.84435 -0.1 1.2 -0.9
H -13.90184 10.95543 -13.61197 0.1 -0.2 0.2
H -12.69590 11.73328 -14.68175 -0.5 0.2 -0.1
H -12.11631 10.38794 -13.83587 -0.4 0.2 1.3
H -14.05163 8.03506 -15.79641 0.0 0.4 -0.6
H -14.31734 8.51656 -14.18361 0.3 0.2 0.2
H -15.76594 10.52975 -14.99110 0.7 0.0 0.2
H -16.68251 8.55381 -13.79832 0.1 0.3 0.0
H -16.81860 7.73785 -15.30427 -0.3 0.1 -0.2
H -17.78022 9.21635 -15.02686 0.1 0.1 -0.1
H -15.28575 10.50639 -17.20695 -0.1 -0.2 -0.3
H -16.12358 9.09936 -17.51375 0.3 -0.4 0.3
C -19.44891 11.83863 -15.85465 1.3 -1.3 -0.8
O -19.20407 13.08089 -16.44481 -1.5 0.7 0.2
C -17.88545 13.59566 -16.43464 -0.5 -1.3 0.0
C -17.32276 14.00453 -15.05566 0.2 -0.4 -0.6
C -18.07374 15.14776 -14.40870 -0.9 0.4 -1.7
N -15.92746 14.39196 -15.26474 -0.5 0.8 0.7
H -19.03936 11.00564 -16.45619 0.5 0.3 -0.2
H -20.49930 11.55663 -15.90049 -0.3 0.8 0.7
H -18.92169 11.72360 -14.90491 -0.7 0.1 0.4
H -17.31563 12.78042 -16.91356 0.7 0.5 0.3
H -17.93882 14.44618 -17.11597 0.4 0.0 0.2
H -17.40599 13.18162 -14.33966 0.3 -0.2 -0.2
H -19.14869 15.00755 -14.58795 -0.1 -0.8 1.3
H -18.09062 16.05116 -15.03724 1.3 0.2 0.4
H -17.70347 15.29166 -13.40073 -0.5 0.4 0.1
H -15.97148 15.08396 -16.01086 0.6 -0.3 -0.1
H -15.24997 13.66038 -15.41725 -0.3 -0.2 -0.4
C -23.42259 13.73803 -18.39330 0.5 -0.7 -0.3
O -22.38780 14.64587 -18.71429 -0.8 0.6 0.2
C -21.62067 15.11600 -17.62277 0.4 -0.8 0.6
C -20.93262 16.41255 -18.04107 -0.5 -0.6 0.5
C -19.76549 16.67082 -17.09429 0.4 -1.4 -0.3
N -21.86330 17.53169 -18.07359 -0.3 0.3 0.1
H -23.55680 13.20624 -19.33409 -0.4 -0.3 0.2
H -24.38803 14.11759 -18.04468 0.2 0.8 -0.2
H -23.12121 13.03658 -17.60717 0.3 -0.1 -0.1
H -22.20868 15.25622 -16.70397 -0.3 0.3 -0.3
H -20.91233 14.31824 -17.34499 0.2 0.3 -0.2
H -20.62596 16.20457 -19.07255 0.3 0.3 0.1
H -19.44932 17.70502 -17.00278 0.1 0.0 -0.2
H -18.96430 16.00077 -17.43053 0.3 0.8 -0.3
H -19.89520 16.20947 -16.10816 -0.7 0.6 0.0
H -22.77592 17.17534 -18.34749 0.1 0.2 -0.2
H -21.98048 17.89468 -17.13063 0.0 0.0 0.0
C -15.10249 14.55310 -8.60776 -0.6 2.0 1.1
O -14.38820 15.20848 -9.64032 -0.6 -1.0 -0.3
C -14.56623 14.48732 -10.84690 1.1 0.0 -1.1
C -13.60762 15.06930 -11.88600 0.4 0.4 1.1
N -13.74991 14.44521 -13.18484 0.3 0.4 -0.1
C -12.78325 14.87109 -14.19453 1.1 -0.6 -0.4
C -11.30384 14.88133 -13.81923 0.8 1.2 1.2
O -10.56262 15.49963 -14.85909 -0.4 0.4 -1.1
C -9.18439 15.16900 -14.95879 -1.3 -1.3 0.3
H -16.15566 14.86982 -8.60719 -0.2 -0.7 -0.7
H -14.83098 15.05435 -7.67082 0.7 -0.5 0.0
H -14.98443 13.47509 -8.53963 0.1 -0.1 -0.2
H -15.56630 14.50993 -11.29539 -0.3 0.1 0.6
H -14.24666 13.45111 -10.69912 -0.4 -0.2 0.1
H -12.61352 14.89134 -11.46605 0.1 -0.1 -0.3
H -13.70774 16.16380 -11.82510 -0.2 0.1 -0.5
H -14.62685 14.72640 -13.62175 -0.3 -0.3 0.3
H -12.99382 15.85241 -14.63136 -0.1 0.1 0.0
H -12.77318 14.11131 -14.98389 -0.6 0.3 -0.3
H -10.91532 13.89701 -13.53219 -0.1 -0.2 -0.3
H -11.07632 15.55339 -12.97968 -0.5 -0.4 0.5
H -8.76591 15.04858 -13.95548 0.4 0.3 -0.1
H -8.66732 15.88814 -15.58365 0.0 0.2 0.2
H -9.18373 14.18843 -15.45277 0.7 0.0 0.0
C -21.01656 8.88363 -13.22483 0.7 0.0 0.6
O -22.11832 8.21215 -13.76681 0.2 -0.1 -0.8
C -23.25381 9.04690 -13.91823 0.1 0.0 0.9
C -24.46939 8.21410 -14.28355 0.3 -1.1 0.1
N -24.49236 6.97423 -13.49493 -0.7 -0.4 -0.1
C -25.55570 6.06580 -14.01579 1.1 0.4 0.6
C -25.99564 5.02057 -12.99444 -0.9 0.0 -0.4
O -24.98065 4.27901 -12.39073 0.4 -0.2 0.8
C -24.44547 3.21931 -13.14099 0.1 0.7 -1.2
H -20.89067 9.92219 -13.54335 -0.3 0.0 -0.3
H -20.08527 8.36951 -13.46304 -0.2 -0.2 -0.4
H -21.02001 8.88562 -12.12946 -0.4 0.1 0.1
H -23.05706 9.81963 -14.66923 -0.1 0.1 0.0
H -23.39173 9.50729 -12.93170 -0.4 0.3 -0.2
H -24.46196 7.95207 -15.35117 0.1 0.3 -0.2
H -25.41146 8.71446 -14.05979 0.2 0.4 -0.1
H -23.63842 6.46393 -13.68876 0.3 0.4 0.4
H -25.10978 5.60685 -14.90367 -0.7 -0.2 -0.3
H -26.42449 6.67902 -14.25683 -0.1 -0.2 -0.3
H -26.72991 4.35155 -13.46948 0.1 -0.1 -0.2
H -26.58892 5.49512 -12.21030 0.4 0.2 0.2
H -24.10642 3.60773 -14.11263 0.2 -0.1 0.0
H -25.17049 2.44001 -13.39733 -0.1 -0.1 0.4
H -23.56708 2.82995 -12.63644 -0.2 -0.1 0.2
C -22.04677 16.31673 -12.60411 -0.5 -0.2 0.3
C -22.26862 15.62947 -13.97125 0.6 0.8 1.1
C -21.91276 14.16180 -13.84831 0.7 0.6 -0.1
O -23.60389 15.77387 -14.42079 -0.1 0.0 -0.1
H -21.00066 16.50919 -12.36180 0.1 -0.2 -0.3
H -22.46482 15.68844 -11.81272 -0.1 0.1 0.1
H -22.54365 17.29021 -12.55198 -0.1 0.0 -0.1
H -21.57556 16.19697 -14.60982 -0.1 -0.5 -0.5
H -21.95344 13.63503 -14.80072 -0.2 -0.1 0.1
H -22.49391 13.68122 -13.06244 -0.2 -0.1 -0.2
H -20.87309 14.16940 -13.51152 0.0 -0.3 -0.1
H -23.82911 16.70667 -14.33271 -0.1 -0.1 -0.1
C -18.15077 15.22364 -20.65344 -0.1 0.6 0.2
C -17.13223 15.75516 -21.64150 0.0 1.2 -0.3
C -17.83717 16.43274 -22.83078 0.0 -0.6 0.8
O -16.28799 16.78813 -21.05626 -0.3 -0.8 0.2
H -17.74389 15.01496 -19.66303 0.3 -0.5 -0.2
H -18.64470 14.36256 -21.10054 -0.1 -0.1 0.3
H -18.88748 16.01252 -20.45879 -0.2 -0.1 -0.2
H -16.48878 14.94546 -21.98545 0.2 0.2 0.1
H -18.24387 17.38865 -22.49231 -0.1 0.0 0.1
H -18.68549 15.79931 -23.09685 0.1 0.1 -0.7
H -17.12925 16.65840 -23.62336 -0.2 -0.3 -0.3
H -16.93772 17.43467 -20.75152 0.3 0.2 0.0